# 1
This record from OMol25 describes a 2-piece molecular cluster, C7H19NO overall. The level of theory is ωB97M-V/def2-TZVPD.

Results
HOMO-LUMO gap, eV: 10.05
E_LUMO, eV: 0.9
Relative energy (zero: lowest compared OMol25 entry of this formula, charge and spin), kcal per mole: 57.4
Structure (SMILES): CCN[C@@H](C)C(C)C.O

```
! RIJCOSX wB97M-V def2-TZVPD def2/J DEFGRID3
* xyz 0 1
C 1.55779 -2.84224 0.54972
C 0.14381 -2.27827 0.72191
N 0.27072 -0.83495 0.53375
C -0.92846 -0.20300 -0.07064
C -1.86116 0.39656 1.05855
C -0.48211 1.00086 -0.92459
C -1.47790 1.14460 -2.06589
C 0.02721 2.43258 -0.47131
H 2.25941 -2.12768 1.00840
H 1.87035 -3.81193 0.99218
H 1.74290 -2.88411 -0.58116
H -0.47085 -2.74123 -0.02690
H -0.19164 -2.55798 1.73105
H 0.26336 -0.47140 1.49789
H -1.57398 -0.83573 -0.72654
H -1.73820 1.47906 0.92223
H -2.90494 0.08999 1.09123
H -1.53277 0.22400 2.07919
H 0.57833 0.74754 -1.42309
H -1.47200 0.32482 -2.74869
H -2.56107 1.07454 -1.75329
H -1.27096 1.90979 -2.77157
H 0.03913 2.49274 0.67756
H 1.10118 2.44440 -0.60441
H -0.29864 3.17951 -1.18052
O 3.12481 1.23508 0.72696
H 2.65510 0.60215 0.18103
H 3.13058 0.81029 1.57694
*
```

# 2
This record from OMol25 describes a single C2H4INO2 molecule. The level of theory is ωB97M-V/def2-TZVPD.

Results
HOMO-LUMO gap, eV: 8.48
E_LUMO, eV: -0.2
Relative energy (zero: lowest compared OMol25 entry of this formula, charge and spin), kcal per mole: 133.5
Structure (SMILES): CO/[N+]([O-])=C/I

```
! RIJCOSX wB97M-V def2-TZVPD def2/J DEFGRID3
* xyz 0 1
C -0.35932 1.13080 1.63509
O 0.49115 0.32286 0.56743
N 0.02546 -0.51029 -0.70843
O -1.16906 -0.30377 -0.88810
C 0.84096 -1.11221 -1.61131
I -0.01833 -1.98271 -3.20939
H -1.11412 0.56534 1.96547
H -0.85202 1.93876 1.15151
H 0.36479 1.31373 2.40349
H 1.79049 -1.36252 -1.30575
*
```

# 3
This record from OMol25 describes a 2-piece molecular cluster, C6H8N6 overall. The level of theory is ωB97M-V/def2-TZVPD.

Results
HOMO-LUMO gap, eV: 8.86
E_LUMO, eV: 0.7
Relative energy (zero: lowest compared OMol25 entry of this formula, charge and spin), kcal per mole: 45.6
Structure (SMILES): N#CC(N)=C=N.Nc1cc[nH]n1

```
! RIJCOSX wB97M-V def2-TZVPD def2/J DEFGRID3
* xyz 0 1
N 2.54222 -2.38388 0.06748
C 2.18103 -1.45894 -0.51069
C 1.76934 -0.35079 -1.26907
N 2.77430 0.55361 -1.74719
C 0.47724 -0.08696 -1.38772
N -0.60610 0.03565 -1.91853
H 3.52839 0.04342 -2.19737
H 2.37240 1.20518 -2.40706
H -1.35349 0.55339 -1.47126
N -2.40281 -0.74535 1.58944
C -1.17287 -0.16845 1.81513
C -0.67627 0.32349 3.04276
C 0.54048 0.87474 2.72996
N 0.71541 0.71962 1.40718
N -0.31770 0.07726 0.83103
H -2.44197 -1.29268 0.74263
H -2.78328 -1.22558 2.39173
H -1.15116 0.27161 4.00033
H 1.27339 1.36026 3.34184
H 1.52043 0.95538 0.84853
*
```

# 4
This record from OMol25 describes C28H23FN3O10S3Ti as an isolated structure. The level of theory is ωB97M-V/def2-TZVPD.

Results
HOMO-LUMO gap, eV: 7.38
E_LUMO, eV: -4.2
Relative energy (zero: lowest compared OMol25 entry of this formula, charge and spin), kcal per mole: 0.0

```
! RIJCOSX wB97M-V def2-TZVPD def2/J DEFGRID3
* xyz 1 1
Ti 0.56678 0.12283 -0.34100
O -0.40807 -0.04625 5.67971
C -0.22618 -0.00918 4.50585
C -0.97865 -0.84039 3.42966
O -1.83739 -1.66114 3.60559
C -0.38926 -0.37632 2.17232
C 0.59382 0.53927 2.34820
O 1.14703 0.98646 1.23217
C 0.78893 0.90440 3.75808
O 1.51669 1.72327 4.24349
O -0.67661 -0.67747 0.91342
F 2.92795 -6.12355 0.84225
C 2.89806 -5.27382 -0.18075
C 3.57275 -4.12411 -0.15145
N 3.53603 -3.23484 -1.21236
C 3.89114 -1.84029 -1.03320
C 2.63651 -1.04637 -0.76483
O 1.66059 -1.59249 -0.15361
O 2.48487 0.15597 -1.11680
C 2.73071 -3.46892 -2.31645
O 2.52495 -2.61530 -3.15066
N 2.16447 -4.72199 -2.36469
C 2.04925 -5.63114 -1.31665
O 1.29626 -6.57386 -1.37335
H 4.17300 -3.84324 0.70259
H 4.37531 -1.44422 -1.92169
H 4.56559 -1.73645 -0.18279
H 1.56590 -4.88588 -3.16384
O 0.15413 1.70724 -1.30147
S -0.48727 2.57428 -2.40573
C 0.47774 4.11477 -2.24311
C 0.47715 4.65964 -0.85004
C 1.25734 4.06153 0.13705
C 1.19357 4.51295 1.44611
C 0.36739 5.58077 1.77250
C -0.38694 6.20439 0.78752
C -0.33549 5.74273 -0.51928
C -2.11902 3.07498 -1.72531
C -2.54474 2.27429 -0.53050
C -2.16082 2.67621 0.74776
C -2.63507 1.99395 1.85798
C -3.47185 0.89639 1.69884
C -3.83081 0.47823 0.42545
C -3.37333 1.16798 -0.68720
H 0.03659 4.79447 -2.97545
H 1.46832 3.82304 -2.59521
H 1.91439 3.23881 -0.11371
H 1.78810 4.02947 2.21054
H 0.32276 5.93575 2.79351
H -1.01241 7.05142 1.03493
H -0.91581 6.24078 -1.28854
H -2.79993 2.94316 -2.56528
H -2.03836 4.13216 -1.47828
H -1.51647 3.53881 0.87452
H -2.36584 2.33440 2.85041
H -3.84569 0.36715 2.56563
H -4.48582 -0.37361 0.29995
H -3.67652 0.85638 -1.68008
S -0.72030 -1.01917 -2.14942
C -1.02623 -2.62646 -1.65341
N -1.16893 -3.04645 -0.42570
C -1.27095 -4.49308 -0.22645
C -1.74705 -5.07182 -1.55633
S -1.20175 -3.88151 -2.82821
H -1.09151 -2.37854 0.34182
H -1.96928 -4.70358 0.58064
H -0.29095 -4.88664 0.04839
H -2.83046 -5.15345 -1.60790
H -1.28830 -6.03682 -1.75610
*
```

# 5
This record from OMol25 describes C2H3ClN2 as an isolated structure. The level of theory is ωB97M-V/def2-TZVPD.

Results
HOMO-LUMO gap (spin up / spin down), eV: 7.48 / 8.69
E_LUMO (spin up / spin down), eV: -0.6 / -0.3
Relative energy (zero: lowest compared OMol25 entry of this formula, charge and spin), kcal per mole: 144.3

```
! RIJCOSX wB97M-V def2-TZVPD def2/J DEFGRID3
* xyz 0 1
C -1.45025 -0.50506 -0.58287
C -0.21608 -0.07793 -0.06208
N -2.35601 -1.23051 -1.00856
N -1.49101 -2.34835 -1.29259
Cl -1.57821 -3.57043 -0.10350
H 0.61991 -0.80472 -0.23249
H -0.24499 0.22045 1.03283
H 0.35262 0.90140 -0.38956
*
```

# 6
This record from OMol25 describes C4H11FeO2 as an isolated structure. The level of theory is ωB97M-V/def2-TZVPD.

Results
HOMO-LUMO gap (spin up / spin down), eV: 7.46 / 8.65
Expectation value of S²: 12.008
E_LUMO (spin up / spin down), eV: -3.1 / -6.3
Relative energy (zero: lowest compared OMol25 entry of this formula, charge and spin), kcal per mole: 0.0

```
! RIJCOSX wB97M-V def2-TZVPD def2/J DEFGRID3
* xyz 1 7
C 1.02875 -0.02582 -2.69030
H 0.94891 1.05804 -2.49000
H 2.11988 -0.13932 -2.82509
H 0.61714 -0.46367 -3.61536
Fe 0.62494 -1.29272 -0.72422
O -1.19048 -0.32678 -1.08620
H -0.96426 0.16444 -2.11956
C 1.07641 -0.51557 2.28511
O 0.38098 -0.25704 1.07829
C -0.96790 0.15750 1.25504
C -1.44965 0.64611 -0.08973
H 2.08842 -0.83987 2.01794
H 1.12782 0.40185 2.88901
H 0.57473 -1.30462 2.86544
H -1.02079 0.97491 1.99078
H -1.58062 -0.67297 1.64192
H -0.89024 1.55974 -0.35453
H -2.52404 0.87578 -0.02856
*
```

# 7
This record from OMol25 describes a 4-piece molecular cluster, C2H12N2O3 overall. The level of theory is ωB97M-V/def2-TZVPD.

Results
HOMO-LUMO gap, eV: 8.91
E_LUMO, eV: 0.6
Relative energy (zero: lowest compared OMol25 entry of this formula, charge and spin), kcal per mole: 39.5
Structure (SMILES): C/N=C\N.O.O.O

```
! RIJCOSX wB97M-V def2-TZVPD def2/J DEFGRID3
* xyz 0 1
C 0.34330 1.15499 -0.90440
N 1.79003 0.95670 -0.52027
C 2.05736 0.65567 0.69600
N 1.24741 0.01669 1.59681
H 0.08435 2.26100 -0.90154
H 0.05296 0.53923 -1.77303
H -0.32037 0.66754 -0.05279
H 2.97947 1.13760 1.05019
H 0.64863 -0.71509 1.26434
H 1.69218 -0.12981 2.51214
O -3.16451 0.59695 0.30161
H -2.70729 1.38402 0.29901
H -3.91226 0.82458 0.94068
O 0.79380 -1.82602 -1.69488
H 1.51804 -2.34496 -1.37735
H 1.26929 -1.06176 -2.08904
O -1.29267 -1.44409 0.62372
H -2.14369 -1.05315 0.41601
H -0.93603 -1.62011 -0.38722
*
```

# 8
This record from OMol25 describes F2Hg2 as an isolated structure. The level of theory is ωB97M-V/def2-TZVPD.

Results
HOMO-LUMO gap, eV: 6.07
E_LUMO, eV: -14.8
Relative energy (zero: lowest compared OMol25 entry of this formula, charge and spin), kcal per mole: 0.1

```
! RIJCOSX wB97M-V def2-TZVPD def2/J DEFGRID3
* xyz 2 1
Hg -1.94695 -0.42088 1.35089
Hg 1.66965 -0.35022 -0.79666
F 0.88535 1.67663 -0.15758
F -0.60805 -0.90553 -0.39666
*
```

# 9
This record from OMol25 describes C5H11BrN4Si2 as an isolated structure. The level of theory is ωB97M-V/def2-TZVPD.

Results
HOMO-LUMO gap (spin up / spin down), eV: 6.40 / 7.79
E_LUMO (spin up / spin down), eV: -0.2 / -0.3
Relative energy (zero: lowest compared OMol25 entry of this formula, charge and spin), kcal per mole: 92.5

```
! RIJCOSX wB97M-V def2-TZVPD def2/J DEFGRID3
* xyz 0 1
C -0.69204 3.03562 1.42043
C 0.09285 -2.62093 -2.17275
C -0.18635 3.47112 0.09674
C 0.12689 -3.13447 -0.68533
C 1.85860 -0.48457 1.93682
N -0.79810 1.80503 1.70937
N -0.47871 -1.56287 -2.40947
N -0.22207 2.29975 -0.75610
N -0.73241 -2.25937 -0.07095
Si -0.45017 0.84498 0.26370
Si -1.21468 -0.86000 -0.97646
Br -3.25051 -0.34323 -1.78005
H -0.75629 3.71758 2.19269
H 0.54478 -3.17623 -2.96125
H -0.78555 4.22168 -0.28841
H 0.80479 3.91701 0.20667
H -0.16798 -4.17128 -0.53732
H 1.13047 -3.11463 -0.38145
H 1.00821 -1.06261 2.10950
H 2.59924 -0.93068 1.33574
H 2.26887 0.26107 2.55873
H -0.04316 2.39737 -1.78060
H -0.65667 -2.25035 0.96976
*
```

Q: Which of these has the highest relative energy (zero: lowest compared OMol25 entry of this formula, charge and spin)?
A: C2H3ClN2

Q: Look up the relative energy (zero: lowest compared OMol25 entry of this formula, charge and spin) of the eighth one.
A: 0.1 kcal per mole

Q: Among the records above, which one has the highest relative energy (zero: lowest compared OMol25 entry of this formula, charge and spin)?
A: C2H3ClN2